1.
A structure of composition C18H51N3O9 in a non-equilibrium geometry, computed with wB97M-V/def2-TZVPD.

Element x y z (Å)
C (28.255, 19.791, 29.018)
C (28.847, 20.703, 28.018)
C (28.021, 21.532, 26.942)
O (27.408, 20.682, 26.113)
C (26.367, 21.388, 25.349)
N (29.631, 21.640, 28.822)
H (27.645, 20.306, 29.761)
H (29.055, 19.410, 29.651)
H (27.479, 19.080, 28.733)
H (29.456, 20.118, 27.329)
H (28.765, 21.993, 26.292)
H (27.447, 22.391, 27.292)
H (26.206, 20.868, 24.404)
H (26.684, 22.402, 25.106)
H (25.512, 21.366, 26.024)
H (30.377, 22.076, 28.299)
H (30.098, 21.031, 29.478)
C (26.178, 22.596, 29.168)
C (25.267, 23.352, 30.082)
C (24.254, 24.244, 29.310)
O (24.874, 25.168, 28.435)
C (25.452, 26.296, 29.161)
N (24.633, 22.442, 31.030)
H (26.894, 22.115, 29.835)
H (26.703, 23.218, 28.443)
H (25.522, 21.916, 28.626)
H (25.967, 23.996, 30.615)
H (23.575, 24.794, 29.961)
H (23.598, 23.638, 28.684)
H (26.303, 25.903, 29.717)
H (24.837, 26.836, 29.881)
H (25.900, 27.022, 28.482)
H (24.025, 21.832, 30.504)
H (24.170, 22.924, 31.788)
C (31.412, 32.589, 27.872)
C (30.459, 31.653, 28.757)
C (31.067, 30.276, 29.070)
O (30.104, 29.384, 29.675)
C (30.296, 27.949, 29.640)
N (30.060, 32.523, 29.937)
H (30.897, 33.421, 27.392)
H (31.959, 32.026, 27.116)
H (32.126, 33.157, 28.469)
H (29.519, 31.491, 28.230)
H (31.783, 30.421, 29.878)
H (31.649, 29.868, 28.243)
H (30.416, 27.494, 28.656)
H (29.422, 27.440, 30.047)
H (31.198, 27.746, 30.216)
H (30.730, 32.407, 30.684)
H (29.164, 32.151, 30.217)
C (29.237, 23.757, 32.903)
C (30.571, 23.751, 33.672)
O (31.360, 22.728, 33.189)
O (29.293, 24.440, 31.708)
H (28.407, 24.200, 33.454)
H (28.935, 22.760, 32.582)
H (30.414, 23.693, 34.749)
H (31.141, 24.665, 33.506)
H (32.249, 23.078, 33.093)
H (29.220, 23.789, 31.007)
C (30.552, 21.298, 25.329)
C (30.135, 22.824, 25.494)
O (30.356, 23.615, 26.671)
O (30.537, 20.834, 24.015)
H (30.036, 20.524, 25.897)
H (31.562, 21.213, 25.731)
H (29.112, 22.940, 25.137)
H (30.528, 23.399, 24.655)
H (30.300, 24.555, 26.484)
H (31.061, 20.030, 24.042)
C (29.312, 25.668, 29.315)
C (28.666, 24.321, 28.676)
O (28.711, 23.235, 29.615)
O (28.389, 26.322, 30.110)
H (29.870, 26.398, 28.729)
H (30.013, 25.448, 30.121)
H (29.369, 24.039, 27.892)
H (27.662, 24.427, 28.265)
H (28.610, 22.405, 29.143)
H (28.199, 25.757, 30.862)

Calculated values
**Gap between HOMO and LUMO**: 8.499 eV
**Maximum force**: 0.16087 Eh/bohr
**Net charge**: 0
**LUMO energy**: 0.355 eV
**HOMO energy**: -8.144 eV
**Total energy**: -1557.3731 a.u.
**Energy relative to the best compared isomer or geometry (same formula, charge and spin)**: 219.74 kcal/mol



2.
A structure of composition C18H52BN4O8V in a non-equilibrium geometry, computed with wB97M-V/def2-TZVPD.

Element x y z (Å)
O (20.836, 15.647, -3.569)
V (20.192, 16.774, -2.621)
O (18.719, 16.288, -2.206)
O (20.932, 13.718, 0.924)
C (20.587, 15.025, 1.283)
C (21.303, 16.190, 0.522)
O (21.502, 16.144, -0.874)
H (20.783, 15.073, 2.371)
H (19.484, 15.029, 1.188)
H (22.358, 16.241, 0.835)
H (20.903, 17.177, 0.836)
B (24.412, 14.627, -2.708)
H (24.160, 13.508, -2.782)
H (25.055, 14.833, -1.776)
H (24.950, 14.873, -3.707)
H (23.517, 15.335, -2.658)
C (22.661, 19.231, -5.149)
C (23.296, 18.809, -3.827)
C (23.331, 20.018, -2.874)
O (23.706, 19.492, -1.573)
C (23.393, 20.413, -0.568)
N (22.430, 17.758, -3.279)
H (21.657, 19.648, -5.047)
H (22.484, 18.383, -5.812)
H (23.213, 20.010, -5.685)
H (24.330, 18.458, -3.885)
H (22.324, 20.438, -2.832)
H (24.084, 20.711, -3.255)
H (22.698, 21.218, -0.831)
H (24.299, 20.984, -0.315)
H (23.035, 19.944, 0.350)
H (22.804, 17.539, -2.350)
H (22.652, 16.895, -3.774)
C (22.586, 14.956, -6.054)
C (23.454, 13.805, -6.514)
C (24.783, 14.360, -7.034)
O (25.551, 13.264, -7.481)
C (26.660, 13.634, -8.274)
N (23.644, 12.744, -5.466)
H (21.525, 14.723, -5.962)
H (22.584, 15.835, -6.715)
H (22.959, 15.368, -5.113)
H (22.809, 13.361, -7.281)
H (25.289, 14.914, -6.233)
H (24.706, 15.145, -7.800)
H (27.393, 14.256, -7.765)
H (26.277, 14.058, -9.217)
H (27.006, 12.722, -8.769)
H (23.699, 13.317, -4.617)
H (22.709, 12.347, -5.435)
C (17.618, 16.438, -5.450)
C (18.896, 17.222, -5.760)
C (18.728, 18.256, -6.897)
O (19.910, 18.941, -7.129)
C (19.962, 19.732, -8.302)
N (19.390, 17.878, -4.527)
H (17.036, 16.261, -6.360)
H (16.948, 16.944, -4.753)
H (17.798, 15.461, -5.005)
H (19.682, 16.624, -6.229)
H (17.955, 19.021, -6.715)
H (18.377, 17.679, -7.764)
H (19.743, 19.132, -9.185)
H (20.877, 20.318, -8.346)
H (19.203, 20.513, -8.157)
H (20.083, 18.493, -4.957)
H (18.667, 18.575, -4.337)
C (18.739, 19.058, 0.590)
C (19.019, 19.680, -0.761)
C (19.382, 21.170, -0.766)
O (19.139, 21.610, -2.104)
C (19.444, 22.935, -2.402)
N (20.061, 18.879, -1.435)
H (17.796, 19.402, 1.016)
H (19.610, 18.953, 1.240)
H (18.544, 17.994, 0.413)
H (18.204, 19.496, -1.470)
H (20.401, 21.373, -0.430)
H (18.653, 21.696, -0.139)
H (20.528, 23.090, -2.383)
H (18.882, 23.645, -1.784)
H (19.112, 23.199, -3.409)
H (20.356, 19.583, -2.116)
H (20.811, 18.881, -0.739)

Calculated values
**Gap between HOMO and LUMO**: 2.243 eV
**Maximum force**: 0.08136 Eh/bohr
**Net charge**: -2
**LUMO energy**: 3.355 eV
**HOMO energy**: 1.112 eV
**Total energy**: -2506.5258 a.u.
**Energy relative to the best compared isomer or geometry (same formula, charge and spin)**: 0.00 kcal/mol



3.
A cluster of 12 separate species, C18H52F13O11S2 in total in a non-equilibrium geometry, computed with wB97M-V/def2-TZVPD.

Element x y z (Å)
C (0.963, -1.109, -1.465)
S (0.838, 0.255, -2.731)
C (-0.531, 1.396, -2.118)
C (-1.607, 1.723, -3.245)
C (-2.929, 0.798, -3.149)
F (-3.444, 0.771, -4.445)
F (-2.398, -0.518, -2.907)
C (-3.907, 1.183, -1.975)
F (-3.728, 2.581, -1.761)
F (-3.369, 0.602, -0.792)
C (-5.465, 0.948, -2.118)
F (-6.000, 1.236, -3.393)
F (-6.043, 2.004, -1.338)
C (-6.101, -0.343, -1.439)
F (-7.500, -0.177, -1.583)
F (-5.923, -0.399, -0.039)
S (-5.666, -2.010, -2.128)
F (-4.218, -2.104, -1.342)
F (-5.024, -1.435, -3.531)
F (-7.157, -2.057, -2.908)
F (-6.448, -2.723, -0.816)
F (-5.386, -3.548, -2.692)
H (1.153, -0.647, -0.435)
H (1.737, -1.892, -1.736)
H (-0.065, -1.614, -1.414)
H (0.422, -0.386, -3.891)
H (0.024, 2.341, -1.783)
H (-0.936, 0.896, -1.186)
H (-1.132, 1.410, -4.243)
H (-1.852, 2.824, -3.370)
C (3.332, 3.829, -3.968)
O (2.535, 2.662, -3.787)
H (3.493, 4.300, -2.999)
H (4.295, 3.551, -4.400)
H (2.814, 4.529, -4.629)
H (2.406, 2.263, -4.656)
C (5.890, 0.644, -3.330)
O (6.338, 1.936, -3.703)
H (4.984, 0.407, -3.890)
H (6.662, -0.093, -3.563)
H (5.668, 0.628, -2.260)
H (7.139, 2.118, -3.192)
C (5.870, 2.362, 0.120)
O (7.067, 2.433, -0.643)
H (5.817, 1.386, 0.603)
H (5.875, 3.143, 0.883)
H (5.006, 2.487, -0.540)
H (7.088, 3.306, -1.059)
C (-8.738, -4.934, 0.044)
O (-8.855, -4.991, -1.372)
H (-9.634, -5.368, 0.489)
H (-7.863, -5.504, 0.365)
H (-8.644, -3.893, 0.363)
H (-8.052, -4.601, -1.740)
C (9.112, 5.399, -2.915)
O (8.290, 4.244, -3.030)
H (9.748, 5.291, -2.036)
H (9.740, 5.496, -3.804)
H (8.487, 6.288, -2.801)
H (7.738, 4.364, -3.814)
C (-8.964, -8.736, -2.901)
O (-8.747, -7.402, -3.339)
H (-9.074, -9.378, -3.774)
H (-8.108, -9.075, -2.310)
H (-9.875, -8.785, -2.299)
H (-8.653, -6.854, -2.550)
C (6.079, 1.792, 3.758)
O (4.903, 2.538, 3.483)
H (6.272, 1.115, 2.925)
H (6.924, 2.473, 3.873)
H (5.940, 1.212, 4.671)
H (4.758, 3.126, 4.234)
C (3.696, -0.489, 6.522)
O (4.206, 0.800, 6.205)
H (4.506, -1.215, 6.453)
H (3.298, -0.486, 7.537)
H (2.908, -0.758, 5.812)
H (3.472, 1.421, 6.273)
C (-12.606, -6.419, 0.021)
O (-12.722, -6.476, -1.393)
H (-13.502, -6.853, 0.464)
H (-11.731, -6.990, 0.342)
H (-12.513, -5.377, 0.340)
H (-11.919, -6.087, -1.762)
C (6.482, 5.619, 4.325)
O (6.936, 4.514, 5.096)
H (5.409, 5.736, 4.478)
H (6.993, 6.530, 4.647)
H (6.677, 5.436, 3.265)
H (7.885, 4.433, 4.943)
C (4.750, 0.103, 10.667)
O (4.638, 0.066, 9.250)
H (3.844, -0.319, 11.101)
H (5.612, -0.488, 10.985)
H (4.863, 1.137, 11.002)
H (5.449, 0.444, 8.890)

Calculated values
**Gap between HOMO and LUMO**: 7.479 eV
**Maximum force**: 0.10506 Eh/bohr
**Net charge**: +1
**LUMO energy**: -3.623 eV
**HOMO energy**: -11.102 eV
**Total energy**: -3638.6440 a.u.



4.
A cluster of 8 separate species, C18H53NO15 in total in a non-equilibrium geometry, computed with wB97M-V/def2-TZVPD.

Element x y z (Å)
C (1.700, 0.903, 3.916)
O (2.792, 0.043, 3.537)
C (2.785, -1.172, 4.251)
C (1.776, -2.236, 3.809)
C (1.799, -3.451, 4.741)
N (1.972, -2.654, 2.410)
H (1.899, 1.278, 4.919)
H (0.767, 0.342, 3.849)
H (1.645, 1.678, 3.157)
H (3.745, -1.682, 4.096)
H (2.664, -1.016, 5.328)
H (0.763, -1.823, 3.900)
H (1.778, -3.161, 5.792)
H (2.706, -4.037, 4.563)
H (0.954, -4.105, 4.525)
H (1.920, -3.666, 2.353)
H (2.935, -2.468, 2.130)
O (-1.912, 0.078, -4.832)
C (-0.668, 0.705, -4.456)
C (-0.215, 1.701, -5.506)
O (-1.089, 2.814, -5.581)
H (-2.457, 0.835, -5.087)
H (-0.833, 1.240, -3.514)
H (0.051, -0.102, -4.318)
H (-0.164, 1.236, -6.489)
H (0.780, 2.061, -5.209)
H (-1.079, 3.236, -4.706)
O (-3.610, -2.843, -3.109)
C (-2.784, -3.287, -2.041)
C (-1.733, -4.276, -2.479)
O (-0.888, -4.551, -1.356)
H (-3.095, -2.311, -3.726)
H (-2.351, -2.401, -1.556)
H (-3.511, -3.677, -1.326)
H (-1.194, -3.850, -3.332)
H (-2.214, -5.210, -2.782)
H (-0.235, -5.184, -1.670)
O (0.033, 6.436, -1.315)
C (0.947, 5.656, -2.083)
C (0.407, 4.244, -2.205)
O (-0.638, 4.119, -3.151)
H (0.373, 7.335, -1.284)
H (1.093, 6.117, -3.070)
H (1.965, 5.626, -1.674)
H (-0.005, 3.981, -1.229)
H (1.278, 3.675, -2.521)
H (-1.293, 4.816, -3.044)
O (-3.094, -0.731, 3.255)
C (-2.552, -1.949, 3.772)
C (-2.483, -2.989, 2.672)
O (-3.715, -3.714, 2.604)
H (-4.045, -0.739, 3.396)
H (-1.498, -1.732, 3.967)
H (-3.087, -2.271, 4.662)
H (-1.638, -3.666, 2.859)
H (-2.339, -2.537, 1.689)
H (-3.865, -4.034, 1.712)
O (-5.241, 1.262, -1.629)
C (-3.909, 0.800, -1.798)
C (-2.922, 1.753, -1.126)
O (-3.319, 3.089, -1.460)
H (-5.153, 2.224, -1.628)
H (-3.760, -0.187, -1.358)
H (-3.711, 0.768, -2.874)
H (-1.899, 1.516, -1.430)
H (-2.918, 1.606, -0.040)
H (-3.116, 3.639, -0.699)
O (3.661, 1.838, 0.869)
C (4.896, 1.194, 0.566)
C (5.809, 1.064, 1.768)
O (5.545, -0.027, 2.653)
H (3.124, 1.160, 1.296)
H (4.740, 0.210, 0.112)
H (5.423, 1.811, -0.167)
H (5.827, 2.016, 2.305)
H (6.819, 0.858, 1.403)
H (4.730, 0.114, 3.158)
O (1.100, -0.453, 0.952)
C (-0.021, -0.768, 0.119)
C (0.359, -0.259, -1.251)
O (0.518, 1.162, -1.159)
H (1.254, -1.155, 1.602)
H (-0.233, -1.839, 0.186)
H (-0.854, -0.192, 0.534)
H (-0.438, -0.395, -1.987)
H (1.260, -0.715, -1.666)
H (1.186, 1.275, -0.463)

Calculated values
**Gap between HOMO and LUMO**: 9.988 eV
**Maximum force**: 0.03228 Eh/bohr
**Net charge**: 0
**LUMO energy**: 0.394 eV
**SMILES string**: COC[C@H](C)N.OCCO.OCCO.OCCO.OCCO.OCCO.OCCO.OCCO
**HOMO energy**: -9.593 eV
**Total energy**: -1900.8299 a.u.
**Energy relative to the best compared isomer or geometry (same formula, charge and spin)**: 13.74 kcal/mol



5.
A cluster of 10 separate species, C18H54F6O9P in total in a non-equilibrium geometry, computed with wB97M-V/def2-TZVPD.

Element x y z (Å)
P (-0.329, 0.216, -1.152)
F (0.687, -0.571, -0.199)
F (0.949, 0.959, -1.843)
F (-0.236, -0.931, -2.296)
F (-1.304, 1.092, -2.061)
F (-1.605, -0.534, -0.506)
F (-0.430, 1.381, 0.007)
C (1.771, 1.229, 3.526)
C (1.297, 0.243, 4.592)
C (2.332, -0.078, 5.640)
O (0.155, 0.806, 5.289)
H (2.580, 0.763, 2.955)
H (2.167, 2.131, 3.997)
H (0.995, 1.452, 2.804)
H (0.919, -0.651, 4.075)
H (1.805, -0.376, 6.541)
H (3.010, 0.757, 5.804)
H (2.896, -0.954, 5.304)
H (-0.651, 0.681, 4.762)
C (-1.557, 5.765, -2.129)
C (-0.941, 4.391, -1.971)
C (0.566, 4.503, -1.778)
O (-1.507, 3.829, -0.754)
H (-1.069, 6.488, -1.482)
H (-2.599, 5.696, -1.804)
H (-1.578, 6.027, -3.187)
H (-1.201, 3.726, -2.799)
H (1.039, 4.877, -2.699)
H (1.056, 3.543, -1.592)
H (0.797, 5.119, -0.909)
H (-1.214, 2.896, -0.699)
C (4.326, -0.587, -2.987)
C (4.370, 0.613, -2.037)
C (4.113, 1.917, -2.733)
O (3.458, 0.418, -0.949)
H (5.167, -0.598, -3.685)
H (3.372, -0.618, -3.529)
H (4.376, -1.521, -2.425)
H (5.383, 0.576, -1.611)
H (3.123, 1.856, -3.210)
H (4.784, 2.054, -3.587)
H (4.127, 2.797, -2.097)
H (2.588, 0.778, -1.245)
C (-3.984, 1.737, 1.928)
C (-2.955, 2.023, 3.015)
C (-3.607, 2.140, 4.374)
O (-1.950, 0.929, 3.071)
H (-4.326, 0.701, 1.998)
H (-3.547, 1.809, 0.927)
H (-4.837, 2.413, 1.991)
H (-2.381, 2.930, 2.783)
H (-2.837, 2.077, 5.155)
H (-4.347, 1.368, 4.576)
H (-4.019, 3.140, 4.532)
H (-1.334, 1.078, 2.336)
C (-1.047, -3.516, -4.763)
C (0.335, -3.885, -5.253)
C (1.151, -2.609, -5.529)
O (1.033, -4.718, -4.339)
H (-1.066, -3.086, -3.759)
H (-1.775, -4.311, -4.897)
H (-1.377, -2.644, -5.353)
H (0.300, -4.396, -6.221)
H (0.694, -1.983, -6.299)
H (2.160, -2.877, -5.853)
H (1.270, -2.024, -4.611)
H (1.121, -4.240, -3.487)
C (-3.647, -2.535, 1.827)
C (-3.203, -2.620, 3.291)
C (-1.676, -2.763, 3.327)
O (-3.582, -1.330, 3.882)
H (-3.423, -3.510, 1.359)
H (-3.084, -1.806, 1.258)
H (-4.734, -2.467, 1.759)
H (-3.674, -3.421, 3.854)
H (-1.333, -2.767, 4.365)
H (-1.201, -1.991, 2.728)
H (-1.385, -3.717, 2.876)
H (-3.107, -0.620, 3.402)
O (1.348, -3.112, -1.991)
H (1.017, -2.176, -1.977)
H (2.166, -3.117, -1.453)
O (3.516, -2.808, -0.028)
H (3.420, -1.866, -0.316)
H (4.375, -2.827, 0.407)
O (-0.937, -3.160, 0.210)
H (-1.317, -2.298, -0.035)
H (-0.199, -3.306, -0.407)

Calculated values
**Gap between HOMO and LUMO**: 9.748 eV
**Maximum force**: 0.05477 Eh/bohr
**Net charge**: -1
**LUMO energy**: 2.553 eV
**HOMO energy**: -7.195 eV
**Total energy**: -2336.2759 a.u.
**Energy relative to the best compared isomer or geometry (same formula, charge and spin)**: 0.00 kcal/mol